(1)
This record from the OMol25 dataset describes 2 unconnected molecules or ions with the total composition C2H6OS2. The level of theory is wB97M-V/def2-TZVPD.

Values from the calculation:
Charge: +1
DFT total energy (Ha): -951.04898
Gap between HOMO and LUMO (alpha / beta) (Eh): 0.2330 / 0.1460
2S+1: 2
<S²>: 0.755

The geometry in XYZ format:
```
11
Properties=species:S:1:pos:R:3:forces:R:3:mulliken_spin:R:1
S 3.459 1.038 0.941 -0.80 -3.36 0.80 0.472
S 2.772 -0.978 1.565 1.49 2.46 -1.43 0.539
H 4.411 0.443 0.139 -0.50 0.31 0.37 -0.007
H 1.881 -0.660 2.504 -0.39 0.63 0.23 -0.004
O -0.859 -0.037 0.908 0.40 0.36 -0.13 0.001
C -1.685 -0.312 0.075 0.23 0.28 -1.22 -0.001
C -1.864 0.281 -1.321 0.93 1.56 0.13 0.000
H -2.362 -1.128 0.247 -0.79 -0.67 0.46 0.000
H -2.232 -0.477 -1.999 -0.15 -0.22 -0.06 0.000
H -2.619 1.120 -1.311 0.68 -0.87 0.15 0.000
H -0.902 0.711 -1.748 -1.10 -0.48 0.70 0.000
```
Positions in Å, forces in eV/Å.

***

(2)
This record from the OMol25 dataset describes 2 unconnected molecules or ions with the total composition C2H6OSSi. The level of theory is wB97M-V/def2-TZVPD.

Values from the calculation:
DFT total energy (Ha): -842.55284
Gap between HOMO and LUMO (alpha / beta) (Eh): 0.3790 / 0.1364

The geometry in XYZ format:
```
11
Properties=species:S:1:pos:R:3:forces:R:3:mulliken_charge:R:1
C 1.506 -0.125 0.084 -1.75 -1.18 -1.81 0.547
C 1.143 1.348 0.037 2.99 -1.37 -0.89 -1.001
O 0.571 -0.935 -0.089 3.30 1.17 0.94 -0.473
Si -2.340 -1.227 -0.014 0.61 0.23 -0.10 0.274
S 3.274 -0.569 -0.029 -1.55 0.09 0.40 -0.063
H 1.766 1.872 -0.692 -0.52 -0.32 -0.70 0.329
H 0.129 1.353 -0.088 -2.48 0.58 -0.53 0.218
H 1.468 1.853 0.870 0.33 0.99 2.63 0.370
H -1.745 -0.172 -0.933 -0.75 -0.86 0.31 -0.076
H -3.072 -0.769 1.146 -0.31 0.42 0.27 -0.073
H -2.699 -2.631 -0.292 0.13 0.26 -0.51 -0.053
```
Positions in Å, forces in eV/Å.

***

(3)
This record from the OMol25 dataset describes 2 unconnected molecules or ions with the total composition C2H6Se. The level of theory is wB97M-V/def2-TZVPD.

Values from the calculation:
DFT total energy (Ha): -2481.11658
Gap between HOMO and LUMO (Eh): 0.2874

The geometry in XYZ format:
```
9
Properties=species:S:1:pos:R:3:forces:R:3:mulliken_charge:R:1
C -0.257 -0.863 -0.050 1.70 -2.94 -0.61 -0.866
C -0.534 0.571 -0.243 1.32 0.74 -1.49 -0.582
Se 1.065 1.743 -0.382 1.44 -2.22 3.01 -0.079
H 0.381 -1.033 0.836 -0.70 0.19 0.17 0.232
H -1.089 -1.615 -0.068 0.18 1.19 0.36 0.297
H 0.433 -1.322 -0.805 -0.52 0.81 0.02 0.293
H -1.005 0.967 0.603 -1.41 0.69 0.67 0.346
H -0.916 0.832 -1.243 -0.76 -0.23 0.64 0.335
H 1.923 0.720 1.351 -1.25 1.76 -2.77 0.023
```
Positions in Å, forces in eV/Å.

***

(4)
This record from the OMol25 dataset describes C2H6Se2 in the gas phase. The level of theory is wB97M-V/def2-TZVPD.

Values from the calculation:
DFT total energy (Ha): -4882.59489
Gap between HOMO and LUMO (Eh): 0.3468

The geometry in XYZ format:
```
10
Properties=species:S:1:pos:R:3:forces:R:3:mulliken_charge:R:1
C -0.602 -0.244 0.307 1.87 1.05 -1.34 -0.913
C 0.723 0.304 -0.674 -1.26 -1.29 4.17 -0.751
Se -1.148 -2.138 0.167 0.46 0.83 -0.30 -0.094
Se 1.067 2.135 -0.168 -0.17 0.81 -1.26 -0.069
H -0.439 -0.074 1.388 0.22 0.19 -0.81 0.477
H -1.387 0.385 -0.058 -0.64 0.30 0.10 0.396
H 0.468 0.243 -1.675 -0.50 -0.19 -1.86 0.389
H 1.674 -0.187 -0.443 -0.57 -0.48 -0.22 0.394
H 0.273 -2.231 0.395 0.51 -1.13 0.13 0.090
H 1.019 1.766 1.192 0.08 -0.10 1.39 0.082
```
Positions in Å, forces in eV/Å.

***

(5)
This record from the OMol25 dataset describes C2H6Si2 in the gas phase. The level of theory is wB97M-V/def2-TZVPD.

Values from the calculation:
DFT total energy (Ha): -658.56717
Gap between HOMO and LUMO (alpha / beta) (Eh): 0.2820 / 0.2275
2S+1: 3
<S²>: 2.002

The geometry in XYZ format:
```
10
Properties=species:S:1:pos:R:3:forces:R:3:mulliken_spin:R:1
C 0.100 -0.246 1.160 -1.52 1.40 2.78 0.129
C -1.134 -0.373 -1.926 0.81 1.59 1.25 0.031
Si 1.684 0.648 2.006 -2.47 -0.61 -0.60 1.757
Si -0.597 0.398 -0.471 0.45 -1.39 -0.03 0.006
H 0.260 -1.286 1.226 0.58 -1.43 -0.27 -0.012
H -0.722 -0.181 2.036 1.33 0.29 -2.03 -0.014
H -0.650 -1.297 -2.161 -0.66 -0.78 -0.39 0.000
H -1.517 0.335 -2.670 0.25 -0.65 -0.02 0.001
H 2.786 0.254 1.224 1.65 -0.15 -0.60 0.098
H -0.210 1.750 -0.422 -0.43 1.73 -0.08 0.004
```
Positions in Å, forces in eV/Å.

***

(6)
This record from the OMol25 dataset describes C2H7B in the gas phase. The level of theory is wB97M-V/def2-TZVPD.

Values from the calculation:
DFT total energy (Ha): -105.16247
Gap between HOMO and LUMO (Eh): 0.4163

The geometry in XYZ format:
```
10
Properties=species:S:1:pos:R:3:forces:R:3:mulliken_charge:R:1
B -1.540 -0.140 0.244 0.98 -0.27 0.85 0.024
C 1.146 0.054 -0.761 0.37 -1.85 2.88 -0.828
C -0.071 0.257 0.355 2.30 2.95 0.22 -0.238
H 0.089 1.356 0.976 -0.34 -3.23 -1.77 0.195
H -1.782 -1.243 -0.083 -0.49 -0.18 -0.76 -0.062
H 0.981 -0.979 -1.204 0.20 1.47 0.04 0.257
H 1.289 0.859 -1.500 -0.63 -0.41 0.36 0.280
H 2.179 -0.046 -0.187 -2.12 0.33 -1.07 0.258
H -2.207 0.468 0.988 -0.84 0.18 0.00 -0.064
H -0.084 -0.587 1.172 0.56 1.01 -0.75 0.177
```
Positions in Å, forces in eV/Å.

***

(7)
This record from the OMol25 dataset describes a molecular structure, C2H7BN2. The level of theory is wB97M-V/def2-TZVPD.

Values from the calculation:
DFT total energy (Ha): -214.76903
Gap between HOMO and LUMO (Eh): 0.3527

The geometry in XYZ format:
```
12
Properties=species:S:1:pos:R:3:forces:R:3:mulliken_charge:R:1
B -1.416 0.038 0.044 -0.47 -0.61 0.43 0.089
C 0.791 -0.736 0.221 1.17 -0.24 0.65 -0.342
C 0.861 0.731 -0.109 1.45 1.18 -1.23 -0.400
N -0.539 -1.104 -0.147 -3.06 -0.73 -0.16 -0.317
N -0.449 1.190 0.261 -2.93 -1.42 0.10 -0.458
H -2.941 -0.122 0.120 3.85 0.76 -0.31 -0.074
H 1.502 -1.274 -0.372 0.66 -0.45 -0.07 0.322
H 0.995 -0.877 1.313 -0.13 -0.09 -0.68 0.211
H 1.766 1.308 0.211 -0.94 -0.55 1.35 0.308
H 1.114 0.900 -1.166 -0.90 -0.59 -0.58 0.241
H -0.859 -2.101 -0.294 0.90 1.93 0.55 0.211
H -0.826 2.047 -0.080 0.40 0.81 -0.06 0.209
```
Positions in Å, forces in eV/Å.

***

(8)
This record from the OMol25 dataset describes 2 unconnected molecules or ions with the total composition C2H7BO. The level of theory is wB97M-V/def2-TZVPD.

Values from the calculation:
DFT total energy (Ha): -180.28114
Gap between HOMO and LUMO (alpha / beta) (Eh): 0.1927 / 0.3568
2S+1: 3
<S²>: 2.003

The geometry in XYZ format:
```
11
Properties=species:S:1:pos:R:3:forces:R:3:mulliken_spin:R:1
B -0.752 0.594 0.336 4.87 1.94 1.79 1.146
C -1.907 0.093 -0.150 -1.78 -1.12 -3.93 0.614
C 0.476 1.073 1.018 0.59 2.45 -1.52 -0.112
O 1.503 -1.421 -1.494 -0.77 1.03 -0.64 0.010
H -1.999 -0.111 -1.206 -0.89 -0.31 -0.42 0.101
H 2.202 -1.976 -1.203 0.73 -0.86 0.50 -0.001
H -2.608 -0.155 0.508 -3.93 -1.42 2.07 0.085
H 0.227 2.030 1.594 0.79 -1.24 -0.52 0.036
H 1.176 1.264 0.147 -0.10 0.56 1.18 0.091
H 0.999 0.339 1.560 0.43 -0.88 1.34 0.027
H 0.681 -1.731 -1.109 0.06 -0.16 0.14 0.003
```
Positions in Å, forces in eV/Å.

***

(9)
This record from the OMol25 dataset describes C2H7BO2 in the gas phase. The level of theory is wB97M-V/def2-TZVPD.

Values from the calculation:
DFT total energy (Ha): -255.78824
Gap between HOMO and LUMO (Eh): 0.4166

The geometry in XYZ format:
```
12
Properties=species:S:1:pos:R:3:forces:R:3:mulliken_charge:R:1
B 0.731 0.008 0.092 1.22 -1.05 0.17 0.609
C 0.333 -1.518 0.156 -2.25 -1.61 0.79 -0.880
C -1.316 1.488 -0.094 1.80 0.92 -2.95 -0.642
O 2.073 0.250 0.052 1.20 -0.72 -0.49 -0.563
O 0.083 1.160 0.108 -2.88 0.93 -0.26 -0.477
H 1.022 -2.201 0.845 -1.74 1.69 -1.10 0.269
H 0.393 -2.019 -0.830 0.09 0.40 0.21 0.361
H -0.840 -1.603 0.398 2.64 -0.23 -0.06 0.205
H -1.445 2.308 0.526 -0.57 1.55 1.30 0.280
H -2.087 0.777 0.121 0.03 -0.98 -0.03 0.322
H -1.415 1.950 -1.183 0.06 -1.37 2.06 0.217
H 2.470 -0.600 -0.191 0.41 0.47 0.36 0.297
```
Positions in Å, forces in eV/Å.

***

(10)
This record from the OMol25 dataset describes C2H7BO3 in the gas phase. The level of theory is wB97M-V/def2-TZVPD.

Values from the calculation:
DFT total energy (Ha): -331.07470
Gap between HOMO and LUMO (Eh): 0.4053

The geometry in XYZ format:
```
13
Properties=species:S:1:pos:R:3:forces:R:3:mulliken_charge:R:1
B 1.641 -0.027 0.002 2.32 3.26 -0.26 0.709
C -1.731 0.050 0.541 -0.50 -1.89 0.93 -1.014
C -0.840 -0.124 -0.627 2.73 -0.99 0.00 -0.279
O 0.485 0.420 -0.397 -5.39 0.20 -1.16 -0.481
O 2.465 1.073 -0.117 1.98 2.73 -0.64 -0.622
O 2.160 -1.152 0.500 -0.42 -1.21 0.19 -0.435
H -2.724 0.135 0.136 -0.75 -0.28 0.29 0.348
H -1.667 -0.726 1.373 -0.10 0.68 -1.35 0.258
H -1.526 0.956 1.020 0.41 1.64 0.59 0.332
H -0.599 -1.133 -0.941 -0.82 -0.71 0.16 0.340
H -1.230 0.342 -1.506 -0.18 0.68 -0.44 0.242
H 2.129 1.966 -0.539 0.60 -3.48 1.45 0.331
H 1.436 -1.778 0.554 0.13 -0.63 0.24 0.271
```
Positions in Å, forces in eV/Å.

***

(11)
This record from the OMol25 dataset describes a molecular structure, C2H7Br2N2. The level of theory is wB97M-V/def2-TZVPD.

Values from the calculation:
Charge: +1
DFT total energy (Ha): -5337.57397
Gap between HOMO and LUMO (alpha / beta) (Eh): 0.3081 / 0.3081

The geometry in XYZ format:
```
13
Properties=species:S:1:pos:R:3:forces:R:3:mulliken_charge:R:1
C 0.787 -0.014 -0.149 -1.50 1.56 2.92 -0.578
C -1.471 -0.021 0.691 1.24 -0.43 1.19 0.198
N 0.484 0.029 -1.550 -0.32 -2.30 -2.87 -0.232
N -1.610 -0.016 2.105 -0.25 3.17 -5.88 -0.394
Br -2.115 -1.568 -0.192 0.16 -0.55 0.26 -0.005
Br -2.260 1.496 -0.226 0.62 0.11 0.47 -0.015
H 1.300 -0.830 0.327 -0.10 -0.77 -0.62 0.337
H 1.282 0.944 0.187 -0.88 -0.89 -0.62 0.295
H -0.031 -0.806 -2.025 1.10 0.85 1.75 0.356
H 1.295 0.157 -2.229 -1.13 0.60 1.03 0.386
H -1.280 0.841 2.453 0.31 1.04 1.07 0.230
H -0.288 0.693 -1.604 0.27 1.12 -0.65 0.205
H -1.540 -0.787 2.633 0.46 -3.50 1.96 0.216
```
Positions in Å, forces in eV/Å.

***

(12)
This record from the OMol25 dataset describes 2 unconnected molecules or ions with the total composition C2H7BrN2. The level of theory is wB97M-V/def2-TZVPD.

Values from the calculation:
DFT total energy (Ha): -2763.82346
Gap between HOMO and LUMO (Eh): 0.3740

The geometry in XYZ format:
```
12
Properties=species:S:1:pos:R:3:forces:R:3:mulliken_charge:R:1
C 0.296 -1.134 1.070 -0.10 1.71 -0.25 -0.738
C -1.035 -1.090 1.147 -1.08 0.15 0.48 -0.035
N 0.285 0.562 -1.711 -2.43 -0.03 0.11 -0.530
N 1.030 1.201 -0.645 -2.83 -1.01 0.93 -0.361
Br -1.964 0.579 1.597 0.55 -0.54 -0.22 -0.171
H 0.432 1.600 0.157 1.44 -0.19 -2.12 0.186
H 1.044 -0.251 1.079 -1.83 -1.47 0.31 0.340
H 0.753 -2.030 0.747 0.32 -1.16 -0.08 0.297
H -1.880 -1.865 1.059 2.11 0.95 -0.02 0.301
H -0.661 1.064 -2.070 2.85 -1.14 1.54 0.233
H -0.006 -0.363 -1.318 0.12 1.16 -0.70 0.256
H 1.707 1.728 -1.111 0.87 1.56 0.01 0.222
```
Positions in Å, forces in eV/Å.

***

What did the seventh record say?
This record from the OMol25 dataset describes a molecular structure, C2H7BN2. The level of theory is wB97M-V/def2-TZVPD.

Values from the calculation:
DFT total energy (Ha): -214.76903
Gap between HOMO and LUMO (Eh): 0.3527

The geometry in XYZ format:
```
12
Properties=species:S:1:pos:R:3:forces:R:3:mulliken_charge:R:1
B -1.416 0.038 0.044 -0.47 -0.61 0.43 0.089
C 0.791 -0.736 0.221 1.17 -0.24 0.65 -0.342
C 0.861 0.731 -0.109 1.45 1.18 -1.23 -0.400
N -0.539 -1.104 -0.147 -3.06 -0.73 -0.16 -0.317
N -0.449 1.190 0.261 -2.93 -1.42 0.10 -0.458
H -2.941 -0.122 0.120 3.85 0.76 -0.31 -0.074
H 1.502 -1.274 -0.372 0.66 -0.45 -0.07 0.322
H 0.995 -0.877 1.313 -0.13 -0.09 -0.68 0.211
H 1.766 1.308 0.211 -0.94 -0.55 1.35 0.308
H 1.114 0.900 -1.166 -0.90 -0.59 -0.58 0.241
H -0.859 -2.101 -0.294 0.90 1.93 0.55 0.211
H -0.826 2.047 -0.080 0.40 0.81 -0.06 0.209
```
Positions in Å, forces in eV/Å.